1.
Below is a structure of composition C3HINO, with properties calculated with ωB97M-V/def2-TZVPD.

Atoms and positions in Å:
C1 0.9339 2.0941 1.2738
C2 0.2831 0.4206 0.1211
C3 2.1681 0.8686 -0.1084
N1 -0.1001 1.3637 0.7787
O1 2.0632 1.9793 0.6133
I1 3.7683 0.1781 -1.1002
H1 0.0640 -0.4335 -0.5300

Calculated values
* total charge: +1
* LUMO (alpha / beta): -7.8222 / -7.6598 eV
* E_HOMO (alpha / beta): -15.2 / -14.5 eV
* gap between HOMO and LUMO (alpha / beta): 7.33 / 6.87 eV
* max |F|: 0.09925 hartree/bohr



2.
Below is a structure of composition C3HLaLiO4, with properties calculated with ωB97M-V/def2-TZVPD.

Atoms and positions in Å:
O1 -1.3037 -0.3025 -1.9164
C1 -0.3744 -0.0709 -1.1247
O2 0.3802 -0.8564 -0.5257
La1 -2.7076 -2.0257 -3.4298
O3 -0.5388 1.1423 -0.4251
C2 -0.0625 1.1232 0.8919
C3 0.5523 0.0154 1.2390
O4 1.2086 -0.5769 2.0947
Li1 2.5588 -0.5194 3.2712
H1 0.2871 2.0709 -0.0751

Calculated values
* total charge: +3
* LUMO (alpha / beta): -11.9042 / -13.6371 eV
* E_HOMO (alpha / beta): -21.4 / -18.0 eV
* gap between HOMO and LUMO (alpha / beta): 9.52 / 4.33 eV
* max |F|: 0.15076 hartree/bohr



3.
Below is an isolated molecule of C3HN, with properties calculated with ωB97M-V/def2-TZVPD.

Atoms and positions in Å:
C1 1.2353 1.1961 -0.6786
C2 0.4949 0.3912 -0.2365
C3 -0.5319 -0.4336 0.2981
N1 -1.3285 -1.2167 0.6913
H1 2.1096 1.5950 -1.1363

Calculated values
* total charge: 0
* LUMO: 0.3010 eV
* E_HOMO: -11.3 eV
* gap between HOMO and LUMO: 11.61 eV
* structure (SMILES): C#CC#N
* max |F|: 0.07917 hartree/bohr



4.
Below is an isolated molecule of C3HN, with properties calculated with ωB97M-V/def2-TZVPD.

Atoms and positions in Å:
C1 -0.0672 0.8723 -0.9683
C2 0.0908 0.0075 -0.1360
C3 0.1418 -0.8781 0.9449
N1 0.0849 -1.7693 1.7508
H1 -0.2503 1.7676 -1.5913

Calculated values
* total charge: 0
* LUMO: -5.8816 eV
* E_HOMO: -11.1 eV
* gap between HOMO and LUMO: 5.22 eV
* structure (SMILES): C#CC#N
* max |F|: 0.10744 hartree/bohr



5.
Below is the ion C3HN2O3 with charge -1, with properties calculated with ωB97M-V/def2-TZVPD.

Atoms and positions in Å:
N1 -2.2918 1.8077 -0.9015
C1 -1.6068 1.1564 -0.2509
O1 -0.7227 0.5322 0.3427
C2 -0.4258 -1.0861 0.2716
O2 -1.3696 -1.8081 0.4148
N2 0.7908 -1.1342 -0.0485
C3 1.6733 -0.1043 0.0577
O3 2.5592 0.1214 -0.7483
H1 1.3934 0.5150 0.8624

Calculated values
* total charge: -1
* LUMO: 3.9901 eV
* E_HOMO: -5.8 eV
* gap between HOMO and LUMO: 9.79 eV
* structure (SMILES): N#CO/C([O-])=N\C=O
* max |F|: 0.04249 hartree/bohr



6.
Below is an isolated molecule of C3HN3O, with properties calculated with ωB97M-V/def2-TZVPD.

Atoms and positions in Å:
N1 2.6450 -0.3131 0.3303
C1 1.5118 -0.3114 0.0852
C2 0.1031 -0.1982 -0.0177
C3 -0.5977 1.0861 -0.0329
O1 -1.8019 1.1780 0.0222
N2 -1.3082 -2.1309 0.4864
N3 -0.6288 -1.2674 0.2560
H1 0.0856 1.9548 -0.0921

Calculated values
* total charge: 0
* LUMO: -0.6329 eV
* E_HOMO: -10.0 eV
* gap between HOMO and LUMO: 9.40 eV
* max |F|: 0.03593 hartree/bohr



7.
Below is the ion C3HN4 with charge +1, with properties calculated with ωB97M-V/def2-TZVPD.

Atoms and positions in Å:
N1 3.6216 -0.3059 -0.0203
C1 2.4833 -0.3348 -0.0969
C2 1.1727 -0.2865 -0.0025
N2 0.0235 -0.2043 -0.1794
N3 -1.2121 -0.2972 -0.0834
C3 -2.0086 0.8231 -0.1089
N4 -2.7011 1.7406 -0.0171
H1 -1.3793 -1.1350 0.5084

Calculated values
* total charge: +1
* LUMO: -7.3295 eV
* E_HOMO: -16.4 eV
* gap between HOMO and LUMO: 9.06 eV
* structure (SMILES): N#CC#[N+]NC#N
* max |F|: 0.11466 hartree/bohr



8.
Below is an isolated molecule of C3HNO3, with properties calculated with ωB97M-V/def2-TZVPD.

Atoms and positions in Å:
N1 0.8560 -0.0753 2.3933
C1 0.1734 -0.2413 1.4762
C2 -0.8594 -0.4579 0.4194
O1 -1.9598 -0.8251 0.6632
O2 -0.4129 -0.3824 -0.8250
C3 0.5099 0.4493 -1.2429
O3 0.9283 1.2991 -0.5336
H1 0.7644 0.2336 -2.3506

Calculated values
* total charge: 0
* LUMO: -0.6894 eV
* E_HOMO: -11.9 eV
* gap between HOMO and LUMO: 11.20 eV
* structure (SMILES): N#CC(=O)OC=O
* max |F|: 0.05939 hartree/bohr



9.
Below is a structure of composition C3HNOS, with properties calculated with ωB97M-V/def2-TZVPD.

Atoms and positions in Å:
C1 -0.0604 0.2603 1.1406
C2 0.5356 0.2205 -0.3299
C3 -0.0948 -0.7329 -1.1925
H1 0.7663 0.3376 2.2565
N1 -0.7773 -1.2605 -2.0173
O1 1.4732 0.9232 -0.8325
S1 -1.8426 0.2519 0.9750

Calculated values
* total charge: 0
* LUMO: -2.5321 eV
* E_HOMO: -10.1 eV
* gap between HOMO and LUMO: 7.54 eV
* max |F|: 0.11660 hartree/bohr



10.
Below is the ion C3HO2 with charge -1, with properties calculated with ωB97M-V/def2-TZVPD.

Atoms and positions in Å:
O1 -0.9352 -1.8850 -0.0003
C1 -0.3728 -0.7872 -0.0001
C2 0.7706 0.0028 0.0032
C3 -0.3759 0.7864 -0.0029
O2 -0.9424 1.8815 0.0005
H1 1.8557 0.0015 -0.0004

Calculated values
* total charge: -1
* LUMO: 4.5762 eV
* E_HOMO: -2.6 eV
* gap between HOMO and LUMO: 7.21 eV
* structure (SMILES): O=c1cc1[O-]
* max |F|: 0.03783 hartree/bohr



11.
Below is a cluster of 2 separate species, C3HO2S in total, with properties calculated with ωB97M-V/def2-TZVPD.

Atoms and positions in Å:
C1 0.6709 -0.1604 -0.1427
C2 1.5963 0.4504 -0.8603
C3 0.4591 -0.7696 2.1332
O1 -0.3534 -0.0222 2.5201
O2 1.1031 -1.7406 2.1149
S1 1.8238 -1.3686 -0.9877
H1 -0.3768 -0.2619 0.0284

Calculated values
* total charge: -1
* LUMO (alpha / beta): 3.7237 / 3.7236 eV
* E_HOMO (alpha / beta): -2.6 / -2.6 eV
* gap between HOMO and LUMO (alpha / beta): 6.29 / 6.30 eV
* max |F|: 0.02336 hartree/bohr



12.
Below is the ion C3HO3 with charge -1, with properties calculated with ωB97M-V/def2-TZVPD.

Atoms and positions in Å:
O1 -0.7238 1.7856 -0.0537
C1 -0.1450 0.7057 -0.0894
C2 1.3204 0.4072 -0.1629
C3 2.6172 0.0576 -0.0910
O2 3.5216 -0.7355 -0.0522
O3 2.4897 1.4203 -0.1170
H1 -0.6993 -0.2625 -0.1094

Calculated values
* total charge: -1
* LUMO: 4.2610 eV
* E_HOMO: -2.9 eV
* gap between HOMO and LUMO: 7.20 eV
* structure (SMILES): O=CC1=C([O-])O1
* max |F|: 0.09979 hartree/bohr



13.
Below is a structure of composition C3HO3, with properties calculated with ωB97M-V/def2-TZVPD.

Atoms and positions in Å:
C1 -0.2953 0.2998 0.9269
C2 -1.3144 0.5038 -0.0979
C3 1.2364 -0.3300 -0.0335
O1 1.4310 -1.3308 -0.6736
O2 -1.7285 1.2857 -0.9674
O3 -1.3949 -0.6878 0.4325
H1 2.0657 0.2594 0.4130

Calculated values
* total charge: -1
* LUMO: 4.3605 eV
* E_HOMO: -3.2 eV
* gap between HOMO and LUMO: 7.56 eV
* max |F|: 0.06666 hartree/bohr



14.
Below is a structure of composition C3HO3Pt, with properties calculated with ωB97M-V/def2-TZVPD.

Atoms and positions in Å:
O1 -0.2927 0.3300 -1.0687
C1 0.9461 -0.2609 -0.9047
H1 1.5251 -0.4519 -1.8041
C2 1.3847 -0.6576 0.2826
O2 1.6082 -1.2918 1.2491
C3 -1.1327 0.0591 -0.0276
O3 -1.5279 1.1321 0.4876
Pt1 -2.5107 1.1411 1.7859

Calculated values
* total charge: 0
* LUMO (alpha / beta): -0.6708 / -2.1953 eV
* <S²>: 3.7633
* E_HOMO (alpha / beta): -6.3 / -9.5 eV
* gap between HOMO and LUMO (alpha / beta): 5.62 / 7.31 eV
* multiplicity: 4
* max |F|: 0.27152 hartree/bohr



15.
Below is the ion C3HO4 with charge -1, with properties calculated with ωB97M-V/def2-TZVPD.

Atoms and positions in Å:
C1 0.5727 -0.4457 0.4293
C2 1.4589 0.2789 -0.7631
C3 0.9497 1.7387 -0.9810
O1 -0.0911 1.5117 -1.6817
O2 1.0173 -1.0376 1.4168
O3 2.0915 -0.2265 -1.6769
O4 1.4773 2.7492 -0.5353
H1 -0.4591 -0.3352 0.4900

Calculated values
* total charge: -1
* LUMO (alpha / beta): 4.1613 / 1.8537 eV
* <S²>: 2.0130
* E_HOMO (alpha / beta): -1.9 / -5.3 eV
* gap between HOMO and LUMO (alpha / beta): 6.03 / 7.13 eV
* multiplicity: 3
* max |F|: 0.07175 hartree/bohr



16.
Below is the ion C3HO5 with charge -1, with properties calculated with ωB97M-V/def2-TZVPD.

Atoms and positions in Å:
O1 -0.0457 -1.8851 -0.0528
C1 0.7479 -0.9871 -0.0376
O2 1.9704 -0.9921 -0.1324
C2 0.1784 0.4258 0.2101
O3 1.1207 1.4333 -0.0267
C3 -1.1885 0.5213 -0.0449
O4 -2.4084 1.0982 -0.0491
O5 -2.2254 -0.3006 0.0670
H1 1.8506 0.6863 0.0664

Calculated values
* total charge: -1
* LUMO: 3.8890 eV
* E_HOMO: -4.3 eV
* gap between HOMO and LUMO: 8.19 eV
* structure (SMILES): O=C([O-])C(O)=C1OO1
* max |F|: 0.08371 hartree/bohr



17.
Below is a cluster of 2 separate species, C3HS2 in total, with properties calculated with ωB97M-V/def2-TZVPD.

Atoms and positions in Å:
C1 -1.4045 -0.2765 0.2709
C2 -1.4925 -1.4978 0.2897
C3 1.3294 0.9483 1.0512
S1 -1.5819 -3.0622 0.8502
S2 2.1457 1.0081 2.3786
H1 -1.3187 0.6137 -0.1546

Calculated values
* total charge: -1
* LUMO: 2.8097 eV
* E_HOMO: -2.5 eV
* gap between HOMO and LUMO: 5.33 eV
* max |F|: 0.07055 hartree/bohr



18.
Below is the ion C3IO2 with charge -1, with properties calculated with ωB97M-V/def2-TZVPD.

Atoms and positions in Å:
O1 1.1277 1.6636 -0.0973
C1 0.5239 0.6343 -0.0005
C2 -0.1040 -0.6871 0.0093
O2 0.2849 -1.8533 -0.0826
C3 -1.1697 0.1897 0.1271
I1 -3.2813 0.0570 -0.0094

Calculated values
* total charge: -1
* LUMO: 3.0193 eV
* E_HOMO: -3.7 eV
* gap between HOMO and LUMO: 6.75 eV
* structure (SMILES): O=c1c([O-])c1I
* max |F|: 0.07703 hartree/bohr



19.
Below is a structure of composition C3NS, with properties calculated with ωB97M-V/def2-TZVPD.

Atoms and positions in Å:
C1 -1.1136 0.5851 0.0473
C2 0.1975 0.8090 -0.0831
C3 -0.4275 -0.6376 0.0039
N1 0.7168 -1.0799 -0.0081
S1 1.7819 0.2672 0.0131

Calculated values
* total charge: +1
* LUMO: -9.0314 eV
* E_HOMO: -17.5 eV
* gap between HOMO and LUMO: 8.52 eV
* max |F|: 0.06088 hartree/bohr



20.
Below is a structure of composition C3O2, with properties calculated with ωB97M-V/def2-TZVPD.

Atoms and positions in Å:
C1 -0.6364 1.2356 -0.6938
C2 -0.0664 0.1714 -0.0996
C3 1.1303 -1.2944 0.4498
O1 1.0560 -2.1352 1.2055
O2 -1.4835 2.0227 -0.8619

Calculated values
* total charge: 0
* LUMO (alpha / beta): -2.3599 / -2.2607 eV
* E_HOMO (alpha / beta): -9.6 / -9.6 eV
* gap between HOMO and LUMO (alpha / beta): 7.27 / 7.29 eV
* max |F|: 0.05349 hartree/bohr



Across the entries above, ΔE to the lowest compared entry with this formula, charge and spin takes the values 381.2 368.8 16.6 20.7 112.8 32.9 24.3 46.4 240.5 36.1 84.9 210.5 361.9 356.1 0.0 0.0 211.2 245.0 93.6 464.2 kJ/mol, respectively.
Across the entries above, energy takes the values -14750.384 -12345.281 -4614.381 -4614.338 -12250.860 -9642.476 -9073.969 -10758.287 -17495.537 -7221.248 -18055.460 -9268.262 -9266.693 -12505.171 -11314.911 -13361.228 -24794.500 -15305.163 -15419.518 -7199.318 eV, respectively.